Entry 1:
22
Properties=species:S:1:pos:R:3 method="wB97M-V/def2-TZVPD" homo_lumo_gap_ha="0.323 / 0.243" total_charge=0 e_above_lowest_kj_mol=560.3
H -0.63954 -1.44112 -1.14310
C -0.10738 -1.50741 0.95456
H -0.60228 -1.33335 1.91065
H 0.13071 -2.57128 0.89232
C -0.62514 2.45873 -0.95445
H 1.97361 -1.36730 1.49124
H -2.51344 0.16872 -0.99881
C 1.21433 -0.73000 1.00220
C 1.77776 -0.16653 -0.27604
Cl -2.43418 0.67716 1.30272
N 1.12437 0.47705 1.82804
H 1.81600 -0.59602 -1.25132
C -0.68568 1.17829 -0.72309
H -1.46364 3.14894 -0.85080
H 0.26652 0.98825 1.59282
N 2.50369 0.94060 0.04306
C -1.67194 0.19999 -0.29303
O 2.21803 1.25523 1.41894
H 2.44046 1.76791 -0.54354
H 0.29309 2.92860 -1.28672
C -1.09956 -1.22031 -0.17699
H -1.93259 -1.91156 -0.03464

***

Entry 2:
25
Properties=species:S:1:pos:R:3 method="wB97M-V/def2-TZVPD" s2=2.02 spin_multiplicity=3 homo_lumo_gap_ha="0.295 / 0.240" total_charge=+1
C -0.68799 1.53178 0.37350
N -1.18966 -0.51662 1.60201
O 1.60994 2.10240 0.89482
H 3.09536 1.60373 -0.56584
Cl -4.04835 -0.11866 -0.07128
O 1.16593 1.12103 -1.07296
C 2.53099 0.94327 -1.36658
H -0.39978 -3.14018 1.23944
S -2.71646 1.75506 -1.25585
C -2.72328 -1.19672 -0.18870
H 2.70073 1.57838 -2.30831
H -0.17059 2.20037 2.94129
N -0.70351 1.31378 2.89254
C -1.55338 -1.30604 0.57351
C 0.84515 1.61149 0.08569
H 0.35447 -1.92854 -0.01929
H -0.88247 0.78409 3.68104
H -2.73034 1.10892 -2.58614
H -1.03197 2.58899 0.78658
H 2.91511 -0.13129 -1.64088
H -1.14978 -3.16859 -0.30037
C -0.90120 0.72450 1.66854
C -0.56329 -2.46697 0.34916
N -1.37270 1.05380 -0.74613
H -2.80066 -1.83410 -1.14611

***

Entry 3:
24
Properties=species:S:1:pos:R:3 method="wB97M-V/def2-TZVPD" homo_lumo_gap_ha=0.297 total_charge=+2
N 2.15558 1.21295 -2.44208
N 1.80049 2.43954 -0.46275
H 4.27856 -1.08913 -3.58992
Cl 1.99053 0.25860 -4.92117
C 4.32549 -0.14282 -1.67687
C 2.69911 0.33417 -3.39692
H -11.53224 -3.56326 5.43542
H 5.19653 -0.68609 -1.33702
H 0.03714 1.49452 -2.64915
N -11.27244 -4.51820 5.15313
H 3.37364 2.61490 1.03605
C 0.95914 2.07022 -2.50397
H -10.83644 -4.48369 4.22114
C 4.12403 1.89958 1.36487
H 1.01170 2.81103 -3.31189
H 5.04967 2.41055 1.63338
N 0.89028 2.73847 -1.24000
C 3.80236 0.80726 -0.75357
H 3.75615 1.34877 2.23154
O 4.47085 0.95445 0.35604
H -10.61236 -4.91932 5.83367
C 3.81593 -0.36583 -2.93539
C 2.63463 1.47951 -1.16041
H -12.11834 -5.10619 5.11587

***

Entry 4:
19
Properties=species:S:1:pos:R:3 method="wB97M-V/def2-TZVPD" homo_lumo_gap_ha=0.369 total_charge=0 e_above_lowest_kj_mol=394.3
C -0.29345 -1.88924 -1.03068
H 0.80901 0.68030 -0.65162
H 0.18178 2.33120 0.99244
H -1.63167 -0.24495 -1.42778
C -0.50432 1.53787 0.65971
F 3.10163 0.05310 1.31767
C 3.26882 -0.64688 -0.99248
C -1.84418 1.70857 1.48036
H -1.88206 2.67110 1.99622
H 3.46540 -0.98862 -1.96178
H 0.45174 -2.17541 -0.26012
C -1.07508 -0.58605 -0.54775
C 3.02767 -0.21680 0.10884
H 0.43553 -1.72237 -1.81188
H -1.69573 -0.81706 0.28000
H -2.73612 1.55903 0.97972
C -0.16055 0.57752 -0.16874
H -1.78506 0.87534 2.17371
H -1.13337 -2.70661 -1.13583

***

Entry 5:
22
Properties=species:S:1:pos:R:3 method="wB97M-V/def2-TZVPD" homo_lumo_gap_ha=0.383 total_charge=0 e_above_lowest_kj_mol=464.2
H -1.05865 1.14787 1.68795
H -0.54188 1.91322 -1.16447
F -0.23442 -1.10949 -2.24472
H -3.05030 -1.43372 -0.28746
C -0.48038 -1.58784 1.92109
C -0.78487 1.71476 0.81972
H -0.60470 2.83175 1.03096
H 2.46513 2.37257 -0.21019
C -0.68600 1.19843 -0.43425
F 3.18942 -0.86139 -0.34566
H 1.55182 1.00547 -1.11246
C -0.09794 -1.48412 0.63857
H 0.88309 -2.03630 0.44940
H -2.79335 -1.31193 -2.25879
F 4.43599 0.70562 0.52131
C -2.68688 -0.93417 -1.20536
H -1.39863 -1.29942 2.22343
C 3.26989 0.44589 -0.09458
Si -0.88092 -0.61328 -0.78600
H 0.18324 -2.08949 2.66947
H -3.07686 0.08059 -1.29738
C 2.39719 1.34496 -0.52058

***

Entry 6:
20
Properties=species:S:1:pos:R:3 method="wB97M-V/def2-TZVPD" homo_lumo_gap_ha=0.366 total_charge=0 e_above_lowest_kj_mol=185.8
H 1.87703 -0.92500 0.93389
C -1.98607 1.08799 0.91906
H 0.27655 -1.28422 -1.49169
F -1.76258 -0.01642 -1.30927
H -0.29189 -0.61767 1.51926
H 2.56709 0.95348 -1.12258
H 0.76377 -2.56090 -0.41998
C -0.66044 -1.01794 0.51126
C 1.77331 -0.80012 -0.09819
H -2.80595 0.49663 1.17004
C 1.66380 0.62281 -0.47372
H -2.40391 2.00460 0.33668
H 2.58594 -1.37926 -0.57377
H 0.36030 1.95396 -1.56819
H -1.52449 -1.62490 0.74086
H -1.40237 1.43590 1.68778
C 0.50906 -1.56032 -0.39544
C -1.20299 0.21925 -0.10517
O 1.24944 1.64439 0.39937
C 0.41439 1.36775 -0.66022